{"formula": "C76H186B2F14N9O13P", "method": "ωB97M-V with the def2-TZVPD basis set", "charge": 4, "gap_ev": 6.2095, "relative_energy_kcal_mol": 0.4, "homo_ev": -13.16, "energy_ev": -170518.2848, "symbols": ["C", "C", "N", "C", "C", "C", "C", "C", "O", "C", "H", "H", "H", "H", "H", "H", "H", "H", "H", "H", "H", "H", "H", "H", "H", "H", "H", "H", "H", "H", "C", "C", "N", "C", "C", "C", "C", "C", "O", "C", "H", "H", "H", "H", "H", "H", "H", "H", "H", "H", "H", "H", "H", "H", "H", "H", "H", "H", "H", "H", "C", "C", "N", "C", "C", "C", "C", "C", "O", "C", "H", "H", "H", "H", "H", "H", "H", "H", "H", "H", "H", "H", "H", "H", "H", "H", "H", "H", "H", "H", "C", "C", "N", "C", "C", "C", "C", "C", "O", "C", "H", "H", "H", "H", "H", "H", "H", "H", "H", "H", "H", "H", "H", "H", "H", "H", "H", "H", "H", "H", "C", "C", "N", "C", "C", "C", "C", "C", "O", "C", "H", "H", "H", "H", "H", "H", "H", "H", "H", "H", "H", "H", "H", "H", "H", "H", "H", "H", "H", "H", "C", "C", "N", "C", "C", "C", "C", "C", "O", "C", "H", "H", "H", "H", "H", "H", "H", "H", "H", "H", "H", "H", "H", "H", "H", "H", "H", "H", "H", "H", "C", "C", "N", "C", "C", "C", "C", "C", "O", "C", "H", "H", "H", "H", "H", "H", "H", "H", "H", "H", "H", "H", "H", "H", "H", "H", "H", "H", "H", "H", "C", "C", "N", "C", "C", "C", "C", "C", "O", "C", "H", "H", "H", "H", "H", "H", "H", "H", "H", "H", "H", "H", "H", "H", "H", "H", "H", "H", "H", "H", "C", "C", "N", "C", "C", "C", "C", "C", "O", "C", "H", "H", "H", "H", "H", "H", "H", "H", "H", "H", "H", "H", "H", "H", "H", "H", "H", "H", "H", "H", "P", "F", "F", "F", "F", "F", "F", "B", "F", "F", "F", "F", "B", "F", "F", "F", "F", "C", "C", "O", "O", "H", "H", "H", "C", "C", "O", "O", "H", "H", "H"], "xyz": [[2.536894, -0.775779, 3.713609], [1.061704, -0.833709, 3.173179], [0.893654, -1.406939, 1.725199], [-0.637426, -1.490269, 1.351859], [1.588294, -0.439869, 0.636129], [1.243214, 0.976441, 0.828539], [1.513584, -2.814909, 1.541069], [0.768544, -3.920229, 2.299359], [0.703844, -3.740119, 3.705169], [-0.147286, -4.563979, 4.444489], [3.024184, 0.054271, 3.202069], [3.022204, -1.747469, 3.622089], [2.625974, -0.563229, 4.778969], [0.517534, 0.097551, 3.330419], [0.508064, -1.545589, 3.785399], [-0.943266, -0.444199, 1.369759], [-1.306006, -1.988639, 2.053799], [-0.749946, -2.055539, 0.426709], [1.255744, -0.781599, -0.344031], [2.647854, -0.633349, 0.803469], [1.343504, 1.355181, 1.845689], [0.269914, 1.308951, 0.467649], [1.999384, 1.523151, 0.265149], [2.580984, -2.679519, 1.715489], [1.490754, -3.078859, 0.483749], [1.299534, -4.868929, 2.221079], [-0.229676, -4.112589, 1.906109], [0.023174, -5.637109, 4.358289], [-1.158226, -4.156469, 4.449219], [0.361534, -4.435349, 5.399819], [-0.032666, -1.424769, -8.630231], [0.452934, -1.096799, -7.171001], [0.035184, 0.208461, -6.508481], [0.161714, 1.432471, -7.517731], [-1.480526, 0.083541, -6.128281], [-2.154336, 1.332141, -5.682271], [0.809294, 0.560091, -5.181371], [0.873494, -0.540689, -4.103211], [1.551224, -1.691549, -4.697181], [1.897754, -2.692369, -3.773511], [0.468664, -0.718289, -9.291791], [-1.112676, -1.364969, -8.764761], [0.377714, -2.367189, -8.992901], [1.536244, -1.002889, -7.095291], [0.097384, -1.881979, -6.503781], [0.057114, 2.354871, -6.946471], [-0.659936, 1.514711, -8.229231], [1.141894, 1.370351, -7.990481], [-1.467856, -0.728979, -5.401811], [-1.886216, -0.312949, -7.059031], [-3.194096, 1.188761, -5.388261], [-2.161096, 1.992011, -6.549821], [-1.719176, 1.903321, -4.862221], [0.259064, 1.434301, -4.833361], [1.780514, 0.923711, -5.516961], [-0.108696, -0.722709, -3.667021], [1.451054, -0.133169, -3.273481], [2.780994, -2.449509, -3.182741], [2.106994, -3.631869, -4.285041], [1.162504, -2.866829, -2.987981], [5.342344, 1.969681, 1.321909], [4.910294, 2.823111, 2.532179], [5.230884, 4.378871, 2.485139], [6.728454, 4.632731, 2.488289], [4.576834, 4.939291, 1.140419], [4.795294, 6.480301, 0.918399], [4.546004, 5.129341, 3.686379], [4.541584, 4.456051, 5.130039], [5.858444, 3.950641, 5.370749], [5.934664, 3.062631, 6.524199], [6.131904, 2.410521, 0.713339], [4.449594, 1.653271, 0.782479], [5.720764, 0.992371, 1.621499], [5.419784, 2.556031, 3.458019], [3.838774, 2.895161, 2.718609], [7.208714, 4.282181, 3.401839], [6.970154, 5.684491, 2.335069], [7.244224, 4.109091, 1.683369], [3.560904, 4.547241, 1.188279], [5.155994, 4.476101, 0.341589], [4.365964, 7.073341, 1.725909], [4.273454, 6.654761, -0.022531], [5.831614, 6.804261, 0.822499], [3.597204, 5.521881, 3.320589], [5.167484, 6.023831, 3.728269], [3.796284, 3.661451, 5.165369], [4.304574, 5.235421, 5.854269], [5.252314, 2.216311, 6.445119], [5.628434, 3.520111, 7.464959], [6.982314, 2.791461, 6.654549], [-3.261076, -5.437389, 1.255399], [-3.701716, -3.927009, 1.538389], [-4.474546, -3.232749, 0.393959], [-4.847336, -1.746889, 0.828509], [-3.651226, -3.133009, -0.871291], [-4.381606, -2.485869, -2.038911], [-5.746266, -4.051919, 0.145679], [-6.885286, -4.030889, 1.131669], [-6.846976, -4.800639, 2.306959], [-7.240986, -6.158969, 2.313049], [-3.986936, -6.085339, 1.746699], [-2.390176, -5.808829, 1.795459], [-3.206746, -5.851289, 0.248509], [-2.977296, -3.159679, 1.811359], [-4.381886, -3.918349, 2.390099], [-3.955556, -1.135599, 0.966909], [-5.460706, -1.806899, 1.727549], [-5.461296, -1.271219, 0.063729], [-3.286276, -4.134579, -1.098831], [-2.790376, -2.495119, -0.670951], [-4.775026, -1.490659, -1.831821], [-5.157206, -3.130059, -2.453081], [-3.719196, -2.230909, -2.866141], [-5.378776, -5.044949, -0.113041], [-6.205376, -3.836809, -0.819221], [-7.880316, -4.154609, 0.704239], [-6.987626, -2.981979, 1.409889], [-7.009116, -6.618389, 3.273929], [-6.832536, -6.859149, 1.584339], [-8.330786, -6.167759, 2.294219], [-0.363386, 1.135061, 6.506669], [-1.135816, 2.247921, 7.227429], [-2.691156, 2.134641, 7.099209], [-2.999146, 2.406011, 5.615809], [-3.182566, 0.693951, 7.495129], [-3.022886, 0.350271, 8.965769], [-3.506676, 3.238351, 7.961399], [-3.190286, 4.769481, 7.544789], [-1.813206, 5.099411, 7.619729], [-1.413356, 5.826001, 8.733609], [-0.493506, 0.101721, 6.828199], [0.689884, 1.351511, 6.685219], [-0.462476, 1.165771, 5.421609], [-0.832316, 3.253211, 6.935239], [-1.016246, 2.113741, 8.302509], [-2.381946, 3.254331, 5.319989], [-4.059116, 2.563631, 5.416549], [-2.818626, 1.455041, 5.114639], [-2.646716, -0.072179, 6.934759], [-4.182096, 0.538581, 7.089069], [-3.250956, -0.701499, 9.138639], [-3.705946, 0.799861, 9.686459], [-2.018016, 0.452641, 9.375479], [-3.229426, 3.083441, 9.004109], [-4.568616, 3.000291, 7.900449], [-3.738946, 5.519131, 8.114959], [-3.441226, 4.887171, 6.490619], [-1.516666, 6.897911, 8.564989], [-0.374316, 5.588731, 8.962079], [-1.930406, 5.499341, 9.635859], [6.640694, -1.637899, -4.801851], [5.413204, -1.096749, -4.027771], [5.460624, 0.498451, -3.852681], [5.314144, 1.237611, -5.220891], [4.234994, 0.911611, -2.928091], [4.253934, 2.343411, -2.340031], [6.909364, 0.842171, -3.233151], [7.122994, 0.353381, -1.783741], [8.047994, -0.742879, -1.704151], [8.636254, -1.022789, -0.470311], [7.584264, -1.691909, -4.258831], [6.854214, -1.164339, -5.760111], [6.511254, -2.689179, -5.059041], [5.348174, -1.483419, -3.010731], [4.481314, -1.395479, -4.507821], [5.010194, 2.280771, -5.134031], [4.427234, 0.807881, -5.686511], [6.178854, 1.035921, -5.853101], [3.951524, 0.149961, -2.201701], [3.382844, 0.856861, -3.605551], [5.075634, 2.454291, -1.632501], [3.325264, 2.535991, -1.802811], [4.314064, 3.118241, -3.104311], [6.864334, 1.924731, -3.114201], [7.670204, 0.640411, -3.987151], [6.167924, 0.012221, -1.384291], [7.532614, 1.176141, -1.197751], [9.322874, -0.210269, -0.232701], [9.247424, -1.923489, -0.527881], [7.808544, -1.156879, 0.226119], [0.098024, -13.156919, -3.143881], [0.257644, -12.174019, -1.960151], [-0.076606, -10.711669, -2.435691], [-1.621306, -10.471399, -2.530791], [0.577664, -9.791739, -1.298391], [-0.300086, -9.663829, -0.024331], [0.547014, -10.333239, -3.827851], [2.080134, -10.572549, -4.016951], [2.874044, -9.854929, -3.087721], [3.148944, -8.531759, -3.342941], [-0.978136, -13.223169, -3.303881], [0.471224, -14.146569, -2.880441], [0.562744, -13.040859, -4.123001], [1.304974, -12.140059, -1.660111], [-0.325896, -12.442929, -1.079661], [-2.156276, -11.076169, -1.798561], [-1.992696, -10.776249, -3.509181], [-1.764636, -9.398959, -2.398761], [0.586974, -8.777329, -1.697101], [1.619414, -10.086249, -1.171421], [0.267744, -9.468989, 0.885459], [-1.071336, -10.427549, 0.075689], [-0.884876, -8.746779, -0.096101], [0.135724, -9.349089, -4.052341], [0.012304, -11.009809, -4.494511], [2.388064, -10.422569, -5.051731], [2.339614, -11.622089, -3.878211], [2.454394, -7.889329, -2.801671], [3.258054, -8.337139, -4.409861], [4.142224, -8.342449, -2.935911], [-2.055696, 4.943131, -4.363341], [-1.052666, 4.875731, -3.165711], [-0.578186, 6.243951, -2.572991], [-1.758306, 7.117751, -2.159361], [0.444844, 6.029481, -1.417641], [0.103734, 5.072061, -0.266191], [0.277934, 7.083941, -3.602071], [-0.487966, 7.868701, -4.771081], [-0.774556, 9.250421, -4.331061], [-1.354236, 10.109181, -5.299421], [-2.420246, 3.940261, -4.585681], [-1.636016, 5.425551, -5.246091], [-2.903756, 5.498481, -3.962731], [-0.072616, 4.494521, -3.452571], [-1.373186, 4.312151, -2.289501], [-1.449046, 8.018231, -1.628701], [-2.406286, 6.471861, -1.566881], [-2.327676, 7.375311, -3.052441], [0.680804, 7.007071, -0.997241], [1.347424, 5.620571, -1.871771], [0.797244, 5.144701, 0.571579], [0.122564, 4.017351, -0.540641], [-0.745896, 5.377581, 0.344459], [1.033824, 6.398301, -3.985001], [0.883934, 7.779151, -3.021081], [-1.337256, 7.354291, -5.220731], [0.218264, 8.013721, -5.588571], [-1.824836, 10.946251, -4.783731], [-2.121506, 9.644991, -5.919041], [-0.569226, 10.572361, -5.897191], [-5.791436, 1.413981, 2.223769], [-4.989976, 2.203681, 1.178569], [-5.056996, 3.776751, 1.296989], [-6.595926, 4.098071, 1.295089], [-4.458536, 4.305501, 2.582339], [-2.958496, 4.223221, 2.743959], [-4.379836, 4.555851, 0.040399], [-5.014236, 4.297341, -1.369161], [-6.251986, 5.039981, -1.497271], [-6.101036, 6.485361, -1.497821], [-5.311486, 1.417671, 3.202409], [-5.731346, 0.360451, 1.950709], [-6.849956, 1.668721, 2.276219], [-5.497956, 1.948021, 0.248679], [-3.921006, 1.991241, 1.161959], [-6.616766, 5.180081, 1.165049], [-7.118706, 3.735671, 2.180239], [-6.984896, 3.732571, 0.344719], [-4.976266, 3.698421, 3.324979], [-4.915906, 5.273381, 2.787589], [-2.466846, 4.970861, 2.121539], [-2.593316, 3.227631, 2.491849], [-2.673876, 4.476731, 3.765149], [-3.326676, 4.293331, -0.059801], [-4.498576, 5.588311, 0.369069], [-5.122686, 3.225291, -1.533651], [-4.313576, 4.666041, -2.118311], [-5.201006, 6.800781, -2.025601], [-5.904826, 6.945091, -0.529191], [-7.022726, 6.792941, -1.991751], [-2.305866, 1.200461, -1.716681], [-0.840266, 1.666101, -2.372241], [-2.843546, 2.464781, -2.443501], [-2.623136, 0.316271, -3.037381], [-3.730706, 0.799761, -1.068391], [-1.726576, -0.145639, -1.012611], [-1.931876, 2.238801, -0.480281], [0.943564, 3.846301, 3.520939], [0.283604, 4.405631, 4.651989], [-0.064016, 3.252731, 2.801759], [1.585334, 4.792931, 2.799849], [1.783574, 2.867431, 3.875469], [-3.466736, -0.964859, 4.012529], [-2.291356, -1.230989, 4.682159], [-4.055006, -2.206689, 3.801159], [-4.424506, -0.225209, 4.669769], [-3.146956, -0.356039, 2.855379], [5.991604, -3.523879, 0.051029], [4.961914, -2.397959, -0.040801], [4.022114, -2.488539, -0.840991], [5.011734, -1.533249, 0.865359], [6.636624, -3.546579, -0.827331], [5.478754, -4.466549, 0.241959], [6.658174, -3.355169, 0.896799], [-0.338656, -5.327329, -1.114951], [-0.589086, -5.734429, -2.654911], [-0.219566, -6.892749, -2.977981], [-1.167756, -4.936999, -3.414001], [-0.305256, -6.067859, -0.315831], [-1.021446, -4.556119, -0.758381], [0.681114, -4.943139, -1.091461]], "forces_ev_per_a": [[-1.1, 0.2, -0.9], [0.3, -1.4, 1.0], [-1.0, 0.1, -0.9], [1.2, 0.6, 0.8], [-0.6, -1.9, 1.5], [0.0, 1.5, 0.3], [-0.3, 0.6, 0.5], [0.3, -0.7, 0.9], [0.7, 1.3, -1.3], [1.3, 0.3, 1.5], [0.6, -0.4, -0.1], [0.2, 0.3, -0.5], [-0.8, 0.2, 0.0], [0.2, 0.2, -0.8], [0.1, -0.1, -0.2], [-0.2, -0.2, -0.6], [0.8, 0.0, 0.7], [0.4, 0.6, -0.3], [0.2, -0.4, 0.1], [0.1, -0.1, -0.3], [0.0, -0.2, 0.1], [-0.1, -0.3, -0.1], [0.0, 0.3, -0.2], [0.0, -0.3, 0.5], [-0.3, 0.3, -0.2], [0.3, 0.0, -0.9], [-0.2, 0.3, -0.3], [-0.6, -0.2, -1.1], [-0.2, -0.6, 0.0], [-1.0, 0.2, 0.7], [1.0, 1.6, 0.7], [0.0, -0.5, -0.3], [-1.8, 1.9, -0.4], [0.2, -0.8, 1.5], [1.4, -1.3, -0.2], [-0.2, 1.2, -0.6], [-0.6, -0.3, -1.2], [0.9, -0.4, -1.4], [-1.1, 1.7, 0.5], [0.6, -0.7, 1.3], [-0.4, 0.3, -0.2], [0.1, -0.2, 0.0], [-0.3, -0.3, 0.6], [0.0, -0.6, -0.3], [0.3, 0.1, 0.1], [0.4, -0.2, 0.3], [0.1, -0.9, -0.1], [-0.2, 0.0, 0.0], [-0.3, 0.1, 0.1], [-0.4, 0.1, 0.2], [0.1, -0.4, -0.1], [-0.3, 0.3, 0.0], [0.3, -0.5, 0.1], [0.1, -0.2, 0.3], [0.2, -0.4, 0.1], [-0.2, -0.6, -0.3], [0.3, 0.1, 0.1], [0.4, 0.3, -0.1], [-0.3, 0.2, -0.2], [-0.6, -0.1, -0.4], [-0.5, -0.1, 0.7], [0.6, 1.6, 0.5], [-0.3, -0.2, -0.9], [0.1, -0.2, -0.2], [2.2, 0.5, 1.3], [-0.9, -1.2, 0.6], [1.3, 0.3, 0.1], [0.8, -0.1, -1.8], [-0.5, -0.5, 0.7], [-0.1, 0.7, -0.1], [-0.3, 0.2, -0.2], [0.1, 0.5, -0.6], [0.2, 0.1, 0.5], [-0.1, -0.3, -0.1], [-0.1, -0.7, -0.1], [-0.6, 0.1, 0.2], [-0.4, 0.0, 0.3], [-0.5, -0.2, -0.2], [-0.1, 0.5, -0.1], [-0.2, -0.4, 0.1], [-0.3, 0.0, -0.2], [0.0, 0.5, 0.1], [0.0, -0.5, -0.2], [-0.3, -0.8, 0.4], [0.1, 0.0, 0.4], [-0.1, -0.1, 0.1], [-0.2, 0.1, -0.1], [0.2, -0.3, -0.5], [0.0, 0.7, -0.1], [-0.2, -0.2, -0.3], [-0.8, 0.2, 0.8], [-0.1, -0.3, -0.5], [-1.3, 1.2, 0.5], [-0.2, -1.4, -0.2], [0.1, 0.3, -0.3], [-0.3, 0.1, -0.5], [0.2, -1.2, -1.5], [-0.8, 0.4, 1.0], [1.7, 0.3, 0.3], [-1.1, -0.2, 0.4], [-0.6, 0.2, -0.1], [0.6, 0.9, -0.1], [0.2, 0.7, -0.2], [0.6, -0.6, -0.2], [-0.1, -0.1, -0.2], [0.1, -0.5, 0.1], [0.6, -0.1, 0.1], [0.1, -0.5, -0.2], [-0.1, 0.1, -0.2], [0.1, -0.2, 0.5], [-0.3, -0.2, 0.4], [0.0, 0.2, 0.0], [0.5, -0.6, 0.2], [0.1, -0.3, 0.6], [0.3, 1.0, 0.1], [0.2, -0.6, -1.0], [0.1, 0.0, 0.7], [0.4, 0.5, 0.2], [0.2, 0.5, -0.6], [-0.2, -0.3, -0.5], [0.3, 0.5, -0.3], [-1.0, -1.1, 0.9], [-1.2, 0.8, -0.6], [0.0, -1.0, 1.0], [0.3, 0.3, 0.0], [-0.3, -0.3, 0.8], [1.7, 0.5, -0.2], [0.7, -1.3, -0.4], [-0.5, -1.0, -0.9], [0.5, 0.1, 1.1], [-0.4, 0.2, 0.2], [0.1, 0.2, 0.1], [-0.2, 0.1, 0.0], [-0.2, -0.2, -0.1], [0.4, 0.3, 0.0], [0.0, -0.4, -0.2], [-0.1, 0.3, 0.6], [0.6, 0.4, -0.3], [0.5, 0.6, -0.3], [-0.3, 0.6, 0.4], [0.0, -0.2, -0.6], [-0.1, 0.6, -0.3], [0.1, 0.2, -0.3], [0.2, -0.1, -0.1], [0.1, 0.0, -0.5], [-0.5, -0.5, 0.2], [-0.3, 0.0, 0.0], [-0.1, 0.1, 0.2], [0.2, 0.2, -0.4], [-0.4, 0.2, 0.1], [0.0, -0.3, 0.1], [0.9, 0.8, -0.3], [0.5, -0.4, 0.4], [-0.8, -1.3, 0.9], [-0.1, 0.5, -1.1], [0.6, -0.7, -0.2], [-1.7, 0.9, 0.4], [1.0, -1.7, -0.2], [-0.8, 0.3, -2.6], [-0.3, 0.4, 0.6], [-0.2, 0.5, 0.4], [-0.3, 0.3, 0.0], [-0.6, 0.0, 0.1], [0.2, 0.0, 0.1], [-0.1, 0.5, -0.2], [0.9, 0.1, 0.5], [0.1, -0.5, -0.1], [0.0, 0.3, 0.3], [1.0, -0.2, 0.3], [0.1, 0.0, -0.4], [0.0, 0.1, 0.0], [-0.1, -0.3, 0.1], [0.2, -0.1, -0.1], [-0.1, 0.1, -0.4], [-0.2, -0.5, 0.3], [-0.2, 0.2, 0.4], [-0.2, 0.2, 0.1], [-0.1, 0.2, 0.6], [-0.3, -0.1, -0.3], [0.4, 0.0, 0.7], [-1.0, -0.6, 0.8], [1.2, 0.7, -2.4], [0.6, 0.1, 1.5], [1.4, -0.1, -0.1], [-1.3, 0.6, -0.4], [-0.3, 0.4, -0.6], [-0.5, -1.1, 0.3], [-0.5, 0.3, 1.2], [-0.3, -2.2, -0.2], [0.9, 1.1, 0.1], [0.0, -0.4, -0.3], [-0.3, 0.0, 0.5], [0.2, 1.0, 0.3], [-0.1, 0.1, 0.0], [-0.3, 0.2, -0.3], [0.3, 0.2, 0.2], [0.4, 0.0, 0.0], [-0.1, -0.1, 0.0], [0.1, -0.1, -0.6], [-0.4, -0.4, 0.1], [0.2, -0.8, -0.1], [0.5, -0.4, 0.4], [-0.1, 0.1, -0.4], [0.6, 0.4, 0.3], [0.2, 0.0, -0.2], [-0.3, 0.7, -0.2], [-0.3, -0.1, 0.4], [-0.3, 0.4, -0.5], [-0.5, 0.3, -0.1], [0.1, 0.1, 0.2], [0.5, 0.2, 1.8], [1.2, 0.9, -0.2], [0.4, 1.6, -0.6], [0.1, -1.2, -0.2], [-0.3, -0.7, 0.7], [-0.3, 0.3, 0.3], [-1.1, 0.1, -0.7], [1.1, 1.7, 0.9], [-0.2, -2.4, 0.7], [0.2, 0.6, -0.1], [0.2, 0.1, 0.0], [-0.1, -0.2, 0.2], [-0.3, 0.1, -0.6], [-0.2, -0.5, -0.2], [-0.4, 0.0, -0.3], [0.2, -0.2, -0.1], [0.1, 0.2, 0.3], [0.3, 0.2, 0.1], [-0.2, 0.1, -0.3], [-0.1, 0.2, -0.4], [0.9, 0.2, -0.4], [-0.5, 0.1, 0.0], [-0.8, -0.3, -0.6], [-0.4, -0.2, -0.4], [-0.5, 0.3, 0.1], [-0.3, 0.2, 0.5], [0.4, -0.5, -0.1], [0.0, -0.2, 0.3], [0.1, -0.3, -0.1], [0.0, -0.3, -0.4], [0.9, 0.2, 0.4], [-0.3, 0.9, 0.1], [-1.1, -0.4, -1.3], [1.8, 0.9, -1.0], [-1.2, -0.7, 0.6], [-0.2, 0.3, -0.5], [-1.0, -1.3, 0.4], [-0.7, 1.6, 1.7], [1.1, -0.3, 0.1], [0.2, -1.2, -0.4], [-0.3, 0.2, 0.1], [0.0, 0.1, -0.2], [0.2, 0.1, 0.0], [0.6, 0.4, -0.3], [-0.3, -0.4, -0.1], [-0.4, 0.0, 0.5], [0.4, 0.1, -0.2], [-0.1, -0.4, 0.4], [0.3, -0.3, 0.2], [0.4, 0.4, -0.5], [0.1, -0.2, -0.1], [0.2, 0.1, 0.1], [-0.1, -0.1, -0.1], [0.0, -0.3, 0.7], [0.2, 0.0, -0.2], [-0.5, 0.2, -0.1], [0.3, 0.0, 0.0], [0.0, -0.2, -0.8], [-0.8, -0.2, 0.5], [0.3, 0.6, 0.3], [1.3, -1.0, 0.3], [0.4, -1.3, 0.3], [-2.2, 1.8, -1.2], [0.1, 0.0, 0.1], [0.0, 0.8, -0.2], [0.8, 1.2, -0.1], [-0.2, -1.4, 0.5], [-2.5, 0.3, 1.5], [0.5, 0.3, 0.2], [-1.4, -0.5, -1.7], [1.0, 1.7, -1.3], [2.3, -1.8, 1.0], [-0.6, -1.8, 0.9], [1.0, 0.5, 1.2], [-0.5, -1.0, -0.7], [-0.3, 1.2, 1.1], [0.5, 1.4, -2.4], [0.5, 0.4, 0.2], [-0.1, -0.5, 1.8], [-0.8, 0.0, -1.9], [0.4, 1.1, 0.3], [-0.3, -0.4, -0.2], [0.1, -0.1, -0.5], [-0.1, 0.1, 0.0], [0.3, 0.4, -0.7], [-0.7, -1.2, 0.4], [0.4, -0.1, 0.7], [0.2, 0.8, 0.8], [-0.3, -0.7, -0.5], [0.0, 0.3, -0.3], [0.1, 0.4, -0.1]], "mulliken_charge": [-1.347, -0.882, 0.731, -0.014, 0.693, 0.301, -0.628, -0.511, -0.429, -0.834, -0.147, 0.300, 0.544, 0.843, 0.685, 0.244, 0.055, -0.375, 0.340, -0.438, -0.341, -0.654, 0.159, 0.582, 0.184, 0.800, -0.217, 0.370, 0.228, 0.301, -1.293, -0.496, 0.491, -1.089, -1.002, -0.654, -0.430, 0.181, -0.439, -0.539, 0.362, 0.320, 0.416, 0.359, 0.389, 0.377, 0.416, 0.373, 0.629, 0.395, 0.632, 0.557, -0.440, -0.494, 0.472, 0.783, -0.074, -0.036, 0.400, 0.215, -0.604, -0.302, 0.471, -1.015, 0.294, -1.387, -0.581, -0.649, -0.342, -0.740, 0.246, -0.284, 0.546, 0.435, 0.027, 0.339, 0.449, 0.343, 0.126, 0.042, 0.350, 0.481, 0.376, 0.302, 0.559, 0.106, 0.589, 0.281, 0.329, 0.270, -1.765, 0.224, 1.194, -2.085, 0.924, -1.715, -0.601, -0.864, -0.292, -0.799, 0.451, 0.344, 0.401, -0.206, 0.684, 0.088, 0.990, 0.593, 0.553, -1.105, 0.195, 0.531, 0.361, 0.658, 0.429, 0.561, 0.091, 0.276, 0.310, 0.372, -1.451, -0.431, 0.710, -0.545, 0.045, -1.606, -0.601, -0.645, -0.251, -0.887, 0.384, 0.633, 0.137, 0.559, 0.427, 0.167, 0.565, -0.563, -0.096, 0.525, 0.464, 0.397, 0.294, 0.480, 0.441, 0.610, 0.090, 0.284, 0.285, 0.406, -1.479, 0.490, -0.043, -0.830, 1.135, -1.103, -1.338, 0.532, -0.388, -0.681, 0.307, 0.332, 0.466, -0.177, 0.287, 0.336, 0.303, 0.395, -0.043, -0.329, 0.016, 0.230, 0.344, 0.549, 0.645, -0.354, 0.471, 0.322, 0.251, 0.222, -1.323, -0.374, 0.111, -0.872, -0.055, -1.216, -0.644, -0.822, -0.377, -0.502, 0.380, 0.430, 0.286, 0.412, 0.458, 0.398, 0.400, 0.237, -0.050, 0.687, 0.369, 0.281, 0.200, 0.598, 0.520, 0.500, 0.252, 0.077, 0.350, 0.280, -1.169, 0.320, 0.776, -0.986, -1.047, -0.566, -0.636, -0.928, -0.371, -0.769, -0.089, 0.450, 0.407, 0.278, -0.356, 0.536, 0.159, 0.436, 0.517, 0.548, 0.191, 0.112, 0.087, 0.502, 0.563, 0.325, 0.600, 0.276, 0.308, 0.311, -0.267, 0.441, 1.010, -1.276, -1.390, -0.646, -0.031, -0.076, -0.457, -0.652, -0.247, -0.605, 0.657, 0.384, -0.350, 0.383, 0.458, 0.451, 0.575, 0.350, 0.394, 0.047, 0.576, -0.688, 0.856, 0.252, -0.062, 0.162, 0.290, 0.337, 1.860, -0.210, -0.383, -0.410, -0.225, -0.524, -0.275, 0.010, -0.184, -0.181, -0.166, -0.312, -0.462, -0.267, -0.231, -0.280, 0.629, -1.611, 0.782, -0.545, -0.592, 0.306, 0.334, 0.388, -0.268, 0.161, -0.650, -0.701, 0.437, -0.250, 0.286]}